ORCA calculation (ωB97M-V/def2-TZVPD) on a single C6H12 molecule in a non-equilibrium geometry.

Last column: Mulliken charge in e.
Atoms and positions in Å:
C1 -0.1087 0.4584 0.8653  -0.2247
C2 -0.3554 -0.3517 -1.5580  -0.4465
C3 0.6122 0.3661 2.3634  -1.2183
C4 -1.3034 0.8123 -1.7955  -1.2732
C5 0.4283 -0.5151 -0.0938  0.6119
C6 1.3069 -1.5102 0.0217  -1.0892
H1 -1.1737 0.2838 1.0392  0.2616
H2 0.0630 1.4840 0.5277  0.2826
H3 -0.8973 -1.2905 -1.7166  0.2898
H4 0.4450 -0.3124 -2.3052  0.3377
H5 1.4423 1.0753 2.4195  0.2802
H6 -0.1415 0.6671 3.0967  0.3455
H7 0.9666 -0.6281 2.6330  0.3360
H8 1.8498 -1.7155 0.9360  0.2620
H9 1.5244 -2.1575 -0.8237  0.2778
H10 -0.7993 1.7750 -1.6663  0.3094
H11 -1.6929 0.7859 -2.8201  0.3572
H12 -2.1662 0.7732 -1.1232  0.3002

Atomic forces in eV per Å
C 1.8 -0.2 3.6
C 1.5 -0.8 1.3
C -1.2 0.6 -1.7
C 0.0 0.2 0.3
C -1.7 -0.2 -3.2
C -0.2 0.6 0.1
H 0.1 0.1 -0.3
H -0.3 -0.1 -0.1
H 0.1 0.1 0.0
H -0.1 -0.1 0.0
H -0.1 -0.2 0.0
H 0.2 0.0 0.0
H -0.1 0.0 -0.2
H -0.1 0.1 0.0
H -0.1 0.1 0.1
H -0.1 -0.1 0.0
H 0.1 -0.1 0.2
H 0.1 0.1 -0.1

Output
**Charge**: 0
**Orbital gap**: 10.384 eV
**SMILES string**: C=C(CC)CC
**Electronic energy**: -235.76309 a.u.
**HOMO**: -9.3 eV

=====

ORCA calculation (ωB97M-V/def2-TZVPD) on a single C6H12 molecule.

Last column: Mulliken charge in e.
Atoms and positions in Å:
C1 0.6710 -1.6520 1.2811  -1.1447
C2 0.9407 -0.1473 1.2378  -0.4197
C3 -0.2927 0.6784 0.8192  -0.8294
C4 -0.2583 1.1138 -0.6384  0.0929
C5 -1.3614 0.7979 -1.6078  -0.6524
C6 -0.0234 0.1266 -1.7480  -0.4619
H1 0.2917 -2.0202 0.3213  0.2605
H2 -0.0807 -1.8924 2.0423  0.3292
H3 1.5801 -2.2161 1.5163  0.3361
H4 1.3015 0.1749 2.2216  0.3553
H5 1.7540 0.0553 0.5301  0.3007
H6 -0.3707 1.5788 1.4411  0.3162
H7 -1.2065 0.1015 1.0197  0.3262
H8 0.2223 2.0785 -0.7955  0.3337
H9 -2.1830 0.1802 -1.2521  0.2322
H10 -1.6539 1.5513 -2.3338  0.2588
H11 0.6353 0.4191 -2.5608  0.2653
H12 0.0338 -0.9283 -1.4942  0.1010

Atomic forces in eV per Å
C 0.0 -0.1 0.0
C 0.1 0.0 0.0
C -0.1 0.0 0.0
C 0.1 0.1 0.1
C -0.2 0.1 0.0
C 0.1 -0.1 -0.1
H 0.1 0.1 0.2
H 0.1 0.0 -0.1
H -0.1 0.1 0.0
H -0.1 0.0 -0.1
H -0.1 0.0 0.1
H 0.0 -0.1 -0.1
H 0.1 0.0 -0.1
H -0.1 -0.2 0.0
H 0.1 0.1 0.0
H 0.1 -0.1 0.1
H -0.2 0.0 0.1
H 0.0 0.2 0.0

Output
**Charge**: 0
**Orbital gap**: 11.434 eV
**SMILES string**: CCCC1CC1
**Electronic energy**: -235.77466 a.u.
**HOMO**: -10.1 eV

=====

ORCA calculation (ωB97M-V/def2-TZVPD) on a single C6H12 molecule in a non-equilibrium geometry.

Last column: Mulliken charge in e.
Atoms and positions in Å:
C1 1.4951 -0.4742 1.0665  -1.4365
C2 0.9363 0.1749 -0.2006  0.4619
C3 -0.0415 1.3050 0.1620  -0.8756
C4 -1.4001 0.5791 0.3248  -0.5703
C5 -1.3575 -0.6543 -0.6219  -0.5875
C6 0.1087 -0.7261 -1.1104  -0.8729
H1 0.7379 -0.5938 1.8498  0.3046
H2 2.2867 0.1703 1.4694  0.3524
H3 1.9344 -1.4575 0.8661  0.3682
H4 1.8171 0.3849 -0.8264  0.3275
H5 -0.1048 2.0406 -0.6458  0.3087
H6 0.2404 1.8392 1.0788  0.3769
H7 -1.5279 0.2492 1.3631  0.2511
H8 -2.2456 1.2424 0.1040  0.3483
H9 -1.6736 -1.5608 -0.1000  0.2497
H10 -2.0514 -0.5197 -1.4632  0.2984
H11 0.6917 -1.6568 -1.1832  0.4060
H12 0.1542 -0.3423 -2.1329  0.2893

Atomic forces in eV per Å
C 0.0 -0.1 0.1
C 0.3 0.0 -0.2
C 0.1 0.1 -0.1
C 0.0 0.0 0.0
C 0.1 -0.2 0.0
C 0.3 -0.2 -0.2
H 0.0 0.0 -0.1
H -0.2 -0.2 0.0
H 0.0 0.1 0.0
H -0.2 0.9 0.3
H 0.0 -0.1 0.0
H 0.0 -0.1 -0.2
H 0.1 0.1 -0.2
H 0.2 -0.1 0.0
H 0.0 0.1 0.0
H 0.3 -0.1 0.2
H -1.0 -0.4 0.2
H 0.0 0.3 0.1

Output
**Charge**: 0
**Orbital gap**: 11.782 eV
**SMILES string**: CC1CCCC1
**Electronic energy**: -235.80384 a.u.
**HOMO**: -10.6 eV

=====

ORCA calculation (ωB97M-V/def2-TZVPD) on a single C6H12 molecule in a non-equilibrium geometry.

Last column: Mulliken charge in e.
Atoms and positions in Å:
C1 1.5824 -0.8314 1.1153  -1.4236
C2 0.7296 0.3162 0.1163  0.3095
C3 0.2805 1.4198 1.0435  -1.4213
C4 -0.4242 -0.4287 -0.5526  -0.1632
C5 -1.8875 -0.1148 -0.8053  -0.5705
C6 -0.9843 -0.4903 -1.9593  -0.5655
H1 1.8295 -1.8481 0.7127  0.3808
H2 2.5443 -0.3612 1.3156  0.4034
H3 1.1121 -1.0450 2.1021  0.3352
H4 1.4772 0.6046 -0.6225  0.3520
H5 -0.1224 2.2915 0.5156  0.3523
H6 -0.5107 1.0426 1.7051  0.2919
H7 1.1348 1.7261 1.6475  0.4371
H8 0.0615 -1.1971 0.0785  0.3441
H9 -2.6455 -0.8320 -0.4854  0.2255
H10 -2.2692 0.9116 -0.8057  0.2353
H11 -0.7804 0.2996 -2.6903  0.2422
H12 -1.1276 -1.4634 -2.4310  0.2348

Atomic forces in eV per Å
C -0.1 1.2 -0.6
C 1.4 -0.4 1.1
C 0.2 0.2 0.1
C 0.6 -0.6 0.7
C 0.2 0.0 0.3
C 0.3 -0.1 0.2
H -0.5 1.0 -0.4
H 0.1 0.0 0.2
H -0.1 0.6 -0.7
H 0.1 0.4 0.1
H 0.1 -0.2 0.0
H 0.2 0.1 -0.1
H -0.1 0.3 0.1
H -3.2 -2.1 -1.8
H 0.3 0.1 0.0
H 0.4 -0.3 0.2
H 0.2 -0.2 0.4
H 0.1 0.2 0.2

Output
**Charge**: 0
**Orbital gap**: 10.722 eV
**SMILES string**: CC(C)C1CC1
**Electronic energy**: -235.69771 a.u.
**HOMO**: -9.5 eV

=====

ORCA calculation (ωB97M-V/def2-TZVPD) on 2 unconnected molecules or ions with the total composition C6H12 in a non-equilibrium geometry.

Last column: Mulliken charge in e.
Atoms and positions in Å:
C1 -1.9766 2.0571 -1.6457  -0.9739
C2 -1.5842 0.6746 -1.1026  0.1060
C3 -2.1013 0.0122 -0.0640  -0.6924
H1 -1.1248 2.7563 -1.4886  0.2413
H2 -2.9028 2.4360 -1.1575  0.2911
H3 -2.2273 1.9340 -2.6715  0.2896
H4 -0.7538 0.1855 -1.6455  0.2695
H5 -1.8411 -1.0840 -0.0779  0.2159
H6 -2.8073 0.4866 0.6460  0.2542
C4 2.4213 -2.0174 0.5967  -0.9195
C5 1.8340 -0.6300 0.7317  0.1316
C6 1.3638 -0.0221 1.8242  -0.6955
H7 3.1221 -2.0752 -0.2812  0.2684
H8 1.7774 -2.8972 0.5972  0.2481
H9 3.0566 -1.9686 1.4904  0.2732
H10 1.4763 -0.2062 -0.2603  0.1650
H11 0.8767 0.8969 1.6840  0.3084
H12 1.3910 -0.5386 2.8246  0.2190

Atomic forces in eV per Å
C 0.3 -0.4 2.1
C 0.1 0.5 -0.1
C 0.2 -0.6 -0.8
H -0.7 -0.2 -0.4
H 0.8 -0.2 -0.1
H 0.1 0.1 -1.0
H -0.7 0.1 0.0
H -0.3 1.3 1.0
H 0.3 -0.7 -0.6
C 1.9 1.2 0.5
C -2.5 -0.1 -2.0
C 1.0 -2.3 0.4
H -0.8 0.0 0.8
H -0.3 0.4 0.1
H 0.2 -1.2 -0.1
H 0.9 0.0 1.2
H -0.6 1.1 0.3
H 0.2 0.9 -1.0

Output
**Charge**: 0
**Orbital gap**: 10.523 eV
**SMILES string**: C=CC.C=CC
**Electronic energy**: -235.72006 a.u.
**HOMO**: -9.4 eV

=====

ORCA calculation (ωB97M-V/def2-TZVPD) on a single C6H12 molecule.

Last column: Mulliken charge in e.
Atoms and positions in Å:
C1 -1.8299 0.8304 -0.2486  -1.4546
C2 -0.3115 0.8023 -0.2977  0.0990
C3 0.4867 0.0560 0.7559  0.0883
C4 -0.1771 -0.6902 1.8716  -1.4080
C5 0.4525 -0.4265 -0.6789  0.1905
C6 1.6954 -0.3560 -1.5324  -1.5087
H1 -2.2488 1.0902 -1.2353  0.3727
H2 -2.2032 1.5938 0.4363  0.3419
H3 -2.2498 -0.1205 0.0755  0.2748
H4 0.1130 1.7405 -0.6251  0.3399
H5 1.4165 0.5463 1.0457  0.3587
H6 -1.0134 -1.3187 1.5099  0.2634
H7 -0.6102 0.0067 2.6240  0.2968
H8 0.5293 -1.3567 2.3978  0.3739
H9 -0.1366 -1.3288 -0.7989  0.3571
H10 1.4559 -0.4346 -2.6044  0.3645
H11 2.2660 0.5639 -1.4019  0.3051
H12 2.3652 -1.1981 -1.2936  0.3446

Atomic forces in eV per Å
C 0.1 0.2 -0.4
C -0.5 -0.1 0.3
C 0.3 0.4 -0.4
C -0.6 -0.3 0.6
C 0.2 0.0 0.4
C 0.1 -0.5 -0.4
H 0.1 -0.3 0.3
H 0.1 0.0 0.1
H 0.0 0.0 -0.1
H 0.2 0.1 -0.1
H -0.1 -0.1 -0.1
H 0.4 0.3 0.1
H 0.3 -0.4 -0.4
H -0.3 0.3 -0.2
H -0.1 0.0 -0.2
H 0.0 0.0 0.3
H -0.1 0.1 0.2
H -0.1 0.3 -0.1

Output
**Charge**: 0
**Orbital gap**: 10.833 eV
**SMILES string**: C[C@H]1[C@H](C)[C@H]1C
**Electronic energy**: -235.78317 a.u.
**HOMO**: -9.6 eV